Entry from the OMol25 dataset: H30KrO15 as an isolated structure in a non-equilibrium geometry (wB97M-V/def2-TZVPD).

Positions of all 46 atoms, in Å:
O 12.28658 4.27240 23.90822
Kr 11.68584 7.55443 22.19314
H 13.28488 7.27888 25.18749
H 12.54135 9.92476 18.05169
H 14.11892 11.41002 20.70832
H 13.58259 4.39707 22.61729
H 13.98117 8.22958 24.23710
H 11.65852 10.44421 24.95621
H 14.84865 6.21369 21.05022
H 9.61843 10.90433 19.82246
H 10.23945 4.91995 19.76570
H 11.47310 3.98777 23.49174
H 14.64472 9.69225 22.59540
O 11.89428 6.54067 25.69035
H 16.06436 9.36540 23.00735
H 12.91398 10.65076 20.19494
O 12.50817 10.25774 24.55678
O 9.72187 4.23937 22.72382
H 14.85324 7.69753 21.35038
H 8.04135 8.16970 21.81622
O 7.80495 9.07010 21.59346
H 14.83899 3.64328 22.23630
O 13.17888 11.29729 20.84921
H 12.31084 10.10685 23.63237
H 12.34783 8.58867 18.73675
O 11.65648 3.59551 20.44171
H 12.33208 6.13949 26.44109
H 7.74146 6.43568 23.41143
O 15.24740 8.95884 22.71835
O 14.12041 4.15416 21.86365
H 9.64196 4.07374 21.78445
H 11.58895 2.72157 20.82630
H 8.54057 9.38901 21.07060
H 10.70717 9.87215 19.61967
O 9.42515 5.42263 19.78721
O 12.57101 9.50312 18.91051
O 14.15235 7.58852 24.92700
H 8.53283 5.50328 22.51910
O 10.01577 10.13358 20.22781
H 11.96346 5.88689 24.99464
H 12.50454 3.92415 20.74009
H 9.56337 6.13045 19.15782
O 14.94606 7.06994 20.63360
O 7.78512 6.10090 22.51575
H 12.51764 3.55526 24.49860
H 9.06180 3.67354 23.12428

Values from the calculation:
2S+1 = 1
E_LUMO = -0.275 eV

Let us look at the Mulliken charges, expressed in e, one per atom: -0.662, 0.016, 0.499, 0.281, 0.310, 0.427, 0.229, 0.294, 0.347, 0.286, 0.326, 0.356, 0.316, -0.695, 0.248, 0.361, -0.575, -0.835, 0.360, 0.332, -0.632, 0.280, -0.642, 0.272, 0.287, -0.649, 0.315, 0.325, -0.631, -0.673, 0.300, 0.275, 0.392, 0.309, -0.579, -0.642, -0.686, 0.454, -0.612, 0.374, 0.348, 0.270, -0.635, -0.651, 0.312, 0.299


Entry from the OMol25 dataset: a 15-piece molecular cluster, H30O15 overall in a non-equilibrium geometry (wB97M-V/def2-TZVPD).

Positions of all 45 atoms, in Å:
O 1.62892 4.28669 0.57750
O -4.97938 -0.48094 -1.61052
O 2.18761 -1.01927 -1.12778
H 2.28348 -0.64929 -0.25988
H -1.99818 0.67021 3.07721
O -4.35079 -1.56566 0.89882
H 4.65846 -1.41546 0.29887
H 0.61936 1.43938 -0.82038
H -1.56365 0.29791 -3.65996
H 1.31597 -0.58286 -1.38361
H 1.91606 4.93651 -0.07606
H -4.25621 0.17792 -1.29997
O 5.08584 0.73292 -1.50855
H 1.25453 -3.69560 -0.01387
H 0.94865 0.80018 1.50836
O 1.28568 0.40376 2.31627
O -0.63801 -1.91106 1.90490
O 1.56731 -2.85457 0.37554
H -5.13984 -2.17161 1.00696
H 2.36049 2.23072 -0.40641
H -0.89655 -2.56920 0.06148
H -0.26214 -3.29075 -0.98984
H -1.09610 -1.67087 2.70578
H -4.00553 2.66706 0.10633
O -1.69409 1.65891 3.00023
H 0.10076 -2.42305 2.40393
H -1.72098 1.75026 2.07167
H 2.12635 3.16687 -1.46413
H -0.29858 0.33585 -0.41952
O -0.85161 -3.41826 -0.20754
O 3.99919 -2.17913 0.18122
O -1.32068 -0.53793 -3.12753
O 1.71096 2.84375 -0.64026
H -3.98259 3.73829 -0.97825
H -4.42422 -1.12549 0.10704
H 2.22376 4.32302 1.38132
O -4.32587 2.90499 -0.75963
H -5.72588 0.10380 -1.76766
H 0.97152 -2.28315 0.05230
H 4.09768 -2.76626 0.90269
O 0.60631 0.67910 -0.28559
H -0.40407 -0.59002 -2.92092
H 1.67529 1.14550 2.69883
H 4.58800 1.14616 -0.81640
H 5.34314 -0.04240 -1.00256

Values from the calculation:
2S+1 = 1
E_LUMO = -0.394 eV

Let us look at the Mulliken charges, expressed in e, one per atom: -0.578, -0.701, -0.645, 0.274, 0.327, -0.619, 0.215, 0.324, 0.310, 0.297, 0.298, 0.336, -0.577, 0.360, 0.305, -0.513, -0.552, -0.453, 0.284, 0.281, 0.264, 0.359, 0.219, 0.323, -0.592, 0.302, 0.252, 0.306, 0.219, -0.628, -0.494, -0.618, -0.611, 0.298, 0.364, 0.290, -0.615, 0.332, 0.147, 0.279, -0.542, 0.333, 0.258, 0.287, 0.295


Entry from the OMol25 dataset: a 15-piece molecular cluster, H30O15 overall in a non-equilibrium geometry (wB97M-V/def2-TZVPD).

Positions of all 45 atoms, in Å:
H -2.02326 0.18973 -2.98288
H 0.85759 -0.39314 -0.52664
H -0.88264 -4.69590 -2.37386
O 5.24744 -0.98384 1.42754
H -0.41148 0.33217 0.04865
H 0.06652 5.33899 -0.31925
O -2.65370 -0.37564 4.05560
O 3.13884 -2.44735 0.18619
H 4.85397 -0.09693 1.41910
O 0.41125 -1.37245 1.18643
O 2.58866 0.48892 -2.29160
H 0.31320 -3.97078 -1.67135
H -0.90483 1.98268 1.16175
O -2.15988 -0.85926 -0.21381
H 4.64304 -1.63258 1.50994
H 4.02149 2.39108 -0.94190
H -3.57875 1.86148 -0.53348
O -4.37290 1.44812 -0.28820
H -3.11119 0.29839 3.58995
H 3.03628 -0.29127 -1.93836
O -1.14286 0.40134 -2.68852
H -2.25174 -0.02917 -0.70189
H -0.49535 -1.43665 0.79880
O -0.64728 -4.25036 -1.55790
O 1.54450 0.63731 2.31585
H 1.97274 0.76635 -1.63309
H -1.44657 1.15232 -2.12723
O -0.06356 -0.36412 -0.49519
H -4.51503 -2.27551 -0.63557
H -0.90355 1.77204 2.67529
H 2.67452 -3.05892 -0.45321
H -2.63368 -0.63127 0.62509
O -0.81322 2.42293 2.02538
H -4.29945 1.49672 0.69243
H 0.41472 -1.78663 1.99031
H 3.63726 -3.10973 0.68910
O -0.16592 5.00205 -1.18413
H 0.65720 0.88050 2.61428
H -3.05214 -1.17551 3.55329
H -0.76176 4.17917 -1.03169
H 2.18487 1.08485 2.85258
H -4.22295 -1.53325 -1.96094
O -3.81451 -2.10121 -1.31641
H 2.60294 2.66648 -1.07095
O 3.34790 2.31908 -1.57601

Values from the calculation:
2S+1 = 1
E_LUMO = -0.971 eV

Let us look at the Mulliken charges, expressed in e, one per atom: 0.303, 0.239, 0.300, -0.577, 0.185, 0.325, -0.621, -0.530, 0.289, -0.392, -0.585, 0.294, 0.242, -0.353, 0.301, 0.289, 0.274, -0.578, 0.292, 0.307, -0.462, 0.057, 0.280, -0.587, -0.487, 0.274, 0.219, -0.401, 0.283, 0.327, 0.234, 0.219, -0.624, 0.312, 0.185, 0.274, -0.618, 0.243, 0.324, 0.289, 0.231, 0.280, -0.558, 0.280, -0.580


Entry from the OMol25 dataset: a 16-piece molecular cluster, H32O16 overall in a non-equilibrium geometry (wB97M-V/def2-TZVPD).

Positions of all 48 atoms, in Å:
O -0.23560 0.05598 -0.01367
O -1.22360 2.02398 2.36533
O -0.25760 -0.59102 3.29833
H 3.27240 0.00998 0.97933
O 2.65140 -0.59502 -2.19967
O -2.80160 -0.17802 -2.16267
H -1.82860 -2.94002 0.35833
H 2.09040 0.09298 -1.90767
H 2.47840 -0.66402 -3.15567
H -0.91660 -3.34302 -3.82967
H -0.82760 1.71298 -0.44267
H 1.51840 -1.96502 -1.24367
H 1.67540 -3.34402 2.05033
O 1.54140 1.95998 -1.67167
O 1.32140 -2.47202 1.83733
O -0.24960 0.41498 -2.83967
H 1.17940 2.77798 -0.01167
H 1.81640 2.68398 -2.24667
H -1.79960 2.70798 2.65133
H -0.51160 1.04598 -3.49067
H -3.21460 0.33898 2.33833
H -2.80560 -0.94002 -1.55467
H -2.13760 2.43198 -0.65867
O -0.80160 -2.52002 -3.33767
H 2.30740 3.05198 1.03533
H 1.27740 -2.37902 0.86633
O 1.38340 3.25198 0.84133
H 0.31240 0.20898 3.13033
H -3.21260 0.48098 -1.57667
O 2.32340 0.12498 1.08833
H -0.17660 -0.86202 -0.28167
O -2.20160 -2.22602 -0.16967
H 0.55940 0.14698 0.42133
H -0.24760 -2.73402 -2.59267
O -1.21960 2.57398 -0.38967
O 1.28540 1.71698 3.11733
O 0.80340 -2.43902 -0.83767
H 0.32740 -1.35602 3.46433
H 0.47540 2.20898 2.93533
H 1.07740 -3.35002 -0.85567
H 1.92940 -0.61302 1.58433
H 1.75540 1.59498 2.29733
H -1.02960 0.04198 -2.45367
H 0.74240 1.48398 -2.05067
H -1.23860 2.22598 1.44033
H -1.92960 -0.05002 1.70233
O -2.87860 -0.26302 1.66833
H -2.35860 -1.54602 0.50333

Values from the calculation:
2S+1 = 1
E_LUMO = -0.204 eV

Let us look at the Mulliken charges, expressed in e, one per atom: 2.313, -0.650, -0.632, 0.219, -0.757, -0.700, 0.270, 0.300, 0.335, 0.296, 0.101, 0.337, 0.278, -0.770, -0.618, -0.582, 0.369, 0.268, 0.297, 0.266, 0.359, 0.391, 0.271, -0.544, 0.308, 0.346, -0.672, 0.333, 0.294, -0.703, -0.507, -0.720, -0.285, 0.299, -0.771, -0.772, -0.877, 0.256, 0.458, 0.294, 0.292, 0.303, 0.179, 0.404, 0.357, 0.194, -0.798, 0.370


Entry from the OMol25 dataset: a 16-piece molecular cluster, H33O16 overall in a non-equilibrium geometry (wB97M-V/def2-TZVPD).

Positions of all 49 atoms, in Å:
H 4.00781 -3.54260 0.62270
O 0.98085 3.61018 -2.29306
H 2.68803 -1.13461 -1.45994
H 3.07339 4.23596 0.97770
O -3.27545 0.85924 2.85878
H -4.11766 0.25364 2.97424
H -4.68750 0.39020 -1.58759
H -3.88234 5.14837 0.88358
H -4.98319 -1.13815 -1.39126
H -2.47689 -3.32122 3.68144
H 1.23882 4.53285 -2.15384
H 1.74921 -4.16390 1.16846
H 1.89221 0.36592 -1.29112
H 4.10308 -4.66298 -0.44384
H -0.75790 0.58416 1.97570
H -1.40550 -1.07263 -5.10824
O 3.58531 -3.91907 -0.19017
H -3.50053 4.94928 -0.69024
O 0.71649 1.06658 -0.96189
O 3.43395 3.74760 0.30680
H -1.02615 -3.79538 3.98813
O 2.72481 -0.30851 -0.87713
O -1.13821 0.47449 1.09310
H -0.20438 -1.48045 -2.43468
H -2.73609 0.99910 -0.38901
H 0.88253 2.01392 -1.24911
H -3.17170 1.62516 3.28876
H 1.79254 -3.17666 2.07389
H -2.19064 -0.36023 -0.57761
H 1.60572 3.69403 -3.11828
O 2.01545 1.22787 2.80205
O 0.36902 -1.75687 -1.79459
O -4.40486 -0.44776 -1.34336
H -1.71440 -0.25546 1.31270
O 0.74812 -1.27695 0.75944
H -0.32669 -1.06297 0.42510
H 2.12095 1.03208 3.74078
H 2.49794 3.40777 0.05715
H -0.27893 -1.65624 -6.02654
H 1.21230 -0.84675 1.58697
O -1.94082 0.52773 -0.87912
O -1.65021 -3.42718 3.34000
H 2.41063 2.03318 2.64837
O -3.64654 4.54636 0.16912
H 0.22635 1.21296 -0.13889
O 2.22100 -4.03799 2.07667
O -0.39936 -1.15629 -5.19808
H 1.06079 -2.04191 -2.19673
H 2.18168 -0.60191 -0.09723

Values from the calculation:
2S+1 = 1
E_LUMO = -2.587 eV
charge = +1

Let us look at the Mulliken charges, expressed in e, one per atom: 0.347, -0.609, 0.420, 0.309, -0.549, 0.313, 0.279, 0.314, 0.249, 0.282, 0.291, 0.367, 0.546, 0.265, 0.128, 0.332, -0.590, 0.315, -0.478, -0.584, 0.321, -0.467, -0.542, 0.245, 0.335, 0.290, 0.251, 0.300, 0.292, 0.339, -0.523, -0.431, -0.504, 0.342, -0.680, 0.251, 0.285, 0.286, 0.320, 0.288, -0.633, -0.585, 0.259, -0.621, 0.304, -0.684, -0.639, 0.193, 0.464


| no. | HOMO level (eV) | energy (eV) | frontier orbital gap (Eh) |
| --- | --- | --- | --- |
| 1 | -9.85 | -106130.1623 | 0.352 |
| 2 | -9.42 | -31193.4212 | 0.332 |
| 3 | -8.96 | -31192.5486 | 0.294 |
| 4 | -10.05 | -33281.0127 | 0.362 |
| 5 | -12.51 | -33283.9833 | 0.365 |